# 1
F2INO3S | ωB97M-V with the def2-TZVPD basis set

**LUMO energy (alpha / beta)**: -1.2228 / -3.0784 eV
**Orbital gap (alpha / beta)**: 9.0 / 7.2 eV
**Molecular weight**: 259.0 g/mol

Last column: natural (NBO) charge in e.
Positions of all 8 atoms, in Å:
N (1.153, 0.569, 1.793)  0.403
O (-0.640, -2.276, -1.037)  -0.815
O (-2.063, -0.242, -0.977)  -0.836
O (0.318, -0.112, -1.847)  -0.886
F (0.150, 1.219, 2.408)  -0.206
F (1.834, -0.020, 2.782)  -0.197
S (-0.779, -0.866, -0.804)  2.019
I (0.027, 1.727, -2.318)  0.520


# 2
C2H2NO2S | ωB97M-V with the def2-TZVPD basis set

**LUMO energy**: 3.8520 eV
**Total charge**: -1
**Orbital gap**: 7.0 eV
**Molecular weight**: 104.1 g/mol

Last column: natural (NBO) charge in e.
Positions of all 8 atoms, in Å:
C (-0.397, 0.328, -0.257)  -0.136
C (0.064, -0.200, 1.703)  0.922
N (0.298, -0.256, -1.295)  -0.839
O (0.994, -0.963, 1.501)  -0.708
O (-0.561, 0.375, 2.565)  -0.657
S (-1.687, 1.182, -0.705)  -0.308
H (1.268, -0.478, -1.198)  0.378
H (0.022, 0.012, -2.315)  0.349


# 3
C2H9N2O | ωB97M-V with the def2-TZVPD basis set

**LUMO energy**: -3.5765 eV
**Total charge**: +1
**Orbital gap**: 11.5 eV
**SMILES**: C[NH2+][C@H](N)O
**Molecular weight**: 77.1 g/mol

Last column: natural (NBO) charge in e.
Positions of all 14 atoms, in Å:
C (1.601, 0.148, 0.203)  -0.436
N (0.331, 0.798, -0.145)  -0.530
C (-0.861, -0.097, 0.233)  0.397
N (-0.663, -1.270, -0.601)  -0.861
O (-1.972, 0.652, 0.014)  -0.659
H (2.389, 0.538, -0.391)  0.246
H (1.762, 0.258, 1.289)  0.233
H (1.576, -0.879, -0.019)  0.250
H (0.123, 1.822, 0.227)  0.448
H (0.158, 0.804, -1.126)  0.436
H (-0.588, -0.438, 1.212)  0.181
H (-1.213, -1.353, -1.440)  0.404
H (-0.525, -2.115, -0.282)  0.392
H (-2.116, 1.132, 0.827)  0.499


# 4
C4H8O2 | ωB97M-V with the def2-TZVPD basis set

**LUMO energy**: 0.5285 eV
**Orbital gap**: 10.3 eV
**SMILES**: CC[C@@H](O)C=O
**Molecular weight**: 88.1 g/mol

Last column: natural (NBO) charge in e.
Positions of all 14 atoms, in Å:
C (1.628, -0.057, 0.373)  -0.613
C (0.448, -0.989, 0.080)  -0.422
C (-0.862, -0.252, -0.016)  -0.123
O (-1.207, 0.552, 1.244)  -0.746
C (-1.081, 0.649, -1.150)  0.396
O (-1.519, 1.773, -0.976)  -0.544
H (2.560, -0.627, 0.461)  0.216
H (1.465, 0.482, 1.311)  0.228
H (1.757, 0.683, -0.426)  0.202
H (0.386, -1.771, 0.845)  0.223
H (0.600, -1.504, -0.877)  0.212
H (-1.842, -0.599, 0.489)  0.350
H (-1.481, 1.395, 0.798)  0.488
H (-0.849, 0.264, -2.155)  0.134